Entry 1:
Here is C21H23FN4O in the gas phase from OMol25. Energies are from the ωB97M-V functional and the def2-TZVPD basis.

Computed properties:
Energy above the lowest of the compared OMol25 structures with the same formula, charge and spin in kJ/mol: 164.15
Molecular weight in g/mol: 366.44
Total energy in Ha: -1208.12472
LUMO level in eV: 0.581
Strongest force on any atom in hartree/bohr: 0.01633
HOMO energy in eV: -7.45
Structure (SMILES): COc1ccc(-c2[nH]ncc2CN2CCN(c3ccc(F)cc3)CC2)cc1

Each atom is followed by the atoms it is bonded to, with distances in Å.
Element x y z (Å)
1 C -0.15 4.13 -4.67  O2 1.407, H28 1.089, H29 1.095, H30 1.095
2 O -0.42 2.75 -4.65  C1 1.407, C3 1.359
3 C 0.40 1.94 -3.94  O2 1.359, C4 1.391, C27 1.397
4 C 1.50 2.36 -3.19  C3 1.391, C5 1.383, H31 1.079
5 C 2.26 1.44 -2.50  C4 1.383, C6 1.392, H32 1.081
6 C 1.95 0.08 -2.52  C5 1.392, C7 1.456, C26 1.396
7 C 2.76 -0.87 -1.78  C6 1.456, N8 1.358, C11 1.388
8 N 4.12 -0.81 -1.76  C7 1.358, N9 1.329, H33 1.008
9 N 4.67 -1.75 -1.01  N8 1.329, C10 1.317
10 C 3.67 -2.44 -0.51  N9 1.317, C11 1.406, H34 1.071
11 C 2.43 -1.94 -0.96  C7 1.388, C10 1.406, C12 1.492
12 C 1.08 -2.42 -0.53  C11 1.492, N13 1.456, H35 1.104, H36 1.094
13 N 0.88 -2.11 0.88  C12 1.456, C14 1.456, C25 1.453
14 C 0.89 -0.67 1.10  N13 1.456, C15 1.524, H37 1.094, H38 1.105
15 C 0.17 -0.31 2.40  C14 1.524, N16 1.446, H39 1.093, H40 1.100
16 N -1.22 -0.66 2.31  C15 1.446, C17 1.370, C24 1.446
17 C -2.18 -0.04 3.06  N16 1.370, C18 1.403, C23 1.403
18 C -1.84 0.77 4.15  C17 1.403, C19 1.380, H41 1.078
19 C -2.82 1.41 4.90  C18 1.380, C20 1.382, H42 1.079
20 C -4.15 1.24 4.57  C19 1.382, F21 1.357, C22 1.382
21 F -5.10 1.85 5.31  C20 1.357
22 C -4.52 0.44 3.51  C20 1.382, C23 1.380, H43 1.079
23 C -3.55 -0.18 2.76  C17 1.403, C22 1.380, H44 1.078
24 C -1.52 -1.81 1.49  N16 1.446, C25 1.532, H45 1.101, H46 1.093
25 C -0.30 -2.73 1.46  N13 1.453, C24 1.532, H47 1.096, H48 1.091
26 C 0.86 -0.34 -3.28  C6 1.396, C27 1.376, H49 1.079
27 C 0.09 0.58 -3.98  C3 1.397, C26 1.376, H50 1.079
28 H -0.92 4.57 -5.30  C1 1.089
29 H -0.22 4.57 -3.66  C1 1.095
30 H 0.84 4.35 -5.09  C1 1.095
31 H 1.77 3.40 -3.14  C4 1.079
32 H 3.10 1.78 -1.91  C5 1.081
33 H 4.70 -0.16 -2.28  N8 1.008
34 H 3.84 -3.27 0.15  C10 1.071
35 H 0.31 -1.96 -1.17  C12 1.104
36 H 1.03 -3.51 -0.64  C12 1.094
37 H 1.93 -0.34 1.15  C14 1.094
38 H 0.40 -0.13 0.27  C14 1.105
39 H 0.26 0.77 2.55  C15 1.093
40 H 0.67 -0.81 3.24  C15 1.100
41 H -0.81 0.90 4.44  C18 1.078
42 H -2.55 2.03 5.74  C19 1.079
43 H -5.57 0.32 3.27  C22 1.079
44 H -3.85 -0.78 1.91  C23 1.078
45 H -1.79 -1.51 0.46  C24 1.101
46 H -2.37 -2.36 1.91  C24 1.093
47 H -0.06 -3.02 2.49  C25 1.096
48 H -0.54 -3.64 0.91  C25 1.091
49 H 0.62 -1.39 -3.35  C26 1.079
50 H -0.75 0.26 -4.57  C27 1.079

Entry 2:
Here is C21H23FN4O3S in the gas phase in a non-equilibrium geometry from OMol25. Energies are from the ωB97M-V functional and the def2-TZVPD basis.

Computed properties:
Energy above the lowest of the compared OMol25 structures with the same formula, charge and spin in kJ/mol: 219.26
Molecular weight in g/mol: 430.50
Total energy in Ha: -1756.84911
LUMO level in eV: 0.572
Strongest force on any atom in hartree/bohr: 0.02154
HOMO energy in eV: -8.61
Structure (SMILES): Cc1ccc(N(CC(=O)NCc2ccc(F)cc2)S(=O)(=O)c2c(C)n[nH]c2C)cc1

Each atom is followed by the atoms it is bonded to, with distances in Å.
Element x y z (Å)
1 C -2.28 -2.23 -5.59  C2 1.498, H31 1.087, H32 1.087, H33 1.090
2 C -1.89 -1.58 -4.30  C1 1.498, C3 1.389, C30 1.389
3 C -1.62 -0.22 -4.23  C2 1.389, C4 1.381, H34 1.081
4 C -1.25 0.37 -3.04  C3 1.381, C5 1.391, H35 1.080
5 C -1.13 -0.39 -1.88  C4 1.391, N6 1.406, C29 1.389
6 N -0.78 0.20 -0.66  C5 1.406, C7 1.441, S19 1.661
7 C 0.35 1.08 -0.55  N6 1.441, C8 1.539, H36 1.093, H37 1.094
8 C 1.70 0.34 -0.63  C7 1.539, O9 1.214, N10 1.341
9 O 2.61 0.72 -1.33  C8 1.214
10 N 1.73 -0.76 0.15  C8 1.341, C11 1.450, H38 1.016
11 C 2.93 -1.56 0.31  N10 1.450, C12 1.507, H39 1.093, H40 1.093
12 C 3.61 -1.22 1.61  C11 1.507, C13 1.391, C18 1.388
13 C 4.34 -0.04 1.71  C12 1.391, C14 1.382, H41 1.080
14 C 4.93 0.33 2.90  C13 1.382, C15 1.383, H42 1.079
15 C 4.78 -0.50 4.00  C14 1.383, F16 1.351, C17 1.382
16 F 5.36 -0.15 5.17  C15 1.351
17 C 4.06 -1.68 3.93  C15 1.382, C18 1.384, H43 1.078
18 C 3.47 -2.03 2.73  C12 1.388, C17 1.384, H44 1.080
19 S -1.58 -0.15 0.76  N6 1.661, O20 1.446, O21 1.428, C22 1.759
20 O -0.60 -0.58 1.73  S19 1.446
21 O -2.68 -1.01 0.48  S19 1.428
22 C -2.18 1.44 1.24  S19 1.759, C23 1.416, C27 1.384
23 C -3.20 2.14 0.56  C22 1.416, C24 1.481, N25 1.317
24 C -3.93 1.70 -0.65  C23 1.481, H45 1.090, H46 1.086, H47 1.088
25 N -3.43 3.29 1.17  C23 1.317, N26 1.338
26 N -2.58 3.34 2.21  N25 1.338, C27 1.350, H48 1.008
27 C -1.80 2.24 2.30  C22 1.384, N26 1.350, C28 1.482
28 C -0.79 2.05 3.36  C27 1.482, H49 1.089, H50 1.090, H51 1.087
29 C -1.38 -1.76 -1.94  C5 1.389, C30 1.382, H52 1.078
30 C -1.77 -2.34 -3.14  C2 1.389, C29 1.382, H53 1.080
31 H -2.92 -3.09 -5.42  C1 1.087
32 H -2.81 -1.52 -6.23  C1 1.087
33 H -1.39 -2.56 -6.12  C1 1.090
34 H -1.71 0.38 -5.12  C3 1.081
35 H -1.06 1.44 -3.01  C4 1.080
36 H 0.34 1.85 -1.33  C7 1.093
37 H 0.29 1.58 0.42  C7 1.094
38 H 0.97 -0.92 0.80  N10 1.016
39 H 3.58 -1.32 -0.54  C11 1.093
40 H 2.66 -2.62 0.28  C11 1.093
41 H 4.44 0.60 0.84  C13 1.080
42 H 5.51 1.24 2.99  C14 1.079
43 H 3.96 -2.30 4.80  C17 1.078
44 H 2.90 -2.94 2.66  C18 1.080
45 H -3.32 1.86 -1.54  C24 1.090
46 H -4.85 2.26 -0.75  C24 1.086
47 H -4.14 0.64 -0.58  C24 1.088
48 H -2.60 4.13 2.82  N26 1.008
49 H -1.24 2.17 4.34  C28 1.089
50 H 0.02 2.78 3.26  C28 1.090
51 H -0.37 1.04 3.28  C28 1.087
52 H -1.28 -2.35 -1.05  C29 1.078
53 H -1.96 -3.40 -3.17  C30 1.080

Entry 3:
Here is C21H23FN4O5S in the gas phase in a non-equilibrium geometry from OMol25. Energies are from the ωB97M-V functional and the def2-TZVPD basis.

Computed properties:
Energy above the lowest of the compared OMol25 structures with the same formula, charge and spin in kJ/mol: 45.39
Molecular weight in g/mol: 462.50
Total energy in Ha: -1907.34912
LUMO level in eV: 0.519
Strongest force on any atom in hartree/bohr: 0.02002
HOMO energy in eV: -7.99
Structure (SMILES): Cn1c(=O)oc2cc(S(=O)(=O)NCCC(=O)N3CCN(c4ccccc4F)CC3)ccc21

Each atom is followed by the atoms it is bonded to, with distances in Å.
Element x y z (Å)
1 C 4.26 2.05 3.63  N2 1.437, H33 1.091, H34 1.091, H35 1.089
2 N 3.29 0.99 3.63  C1 1.437, C3 1.381, C32 1.375
3 C 2.52 0.66 4.72  N2 1.381, O4 1.196, O5 1.364
4 O 2.53 1.20 5.79  C3 1.196
5 O 1.71 -0.39 4.38  C3 1.364, C6 1.363
6 C 1.98 -0.71 3.09  O5 1.363, C7 1.377, C32 1.406
7 C 1.41 -1.69 2.30  C6 1.377, C8 1.386, H36 1.076
8 C 1.87 -1.77 1.00  C7 1.386, S9 1.787, C30 1.384
9 S 1.22 -3.05 -0.07  C8 1.787, O10 1.432, O11 1.439, N12 1.673
10 O 1.84 -4.30 0.27  S9 1.432
11 O 1.31 -2.60 -1.43  S9 1.439
12 N -0.37 -3.16 0.44  S9 1.673, C13 1.445, H37 1.009
13 C -1.31 -2.29 -0.24  N12 1.445, C14 1.536, H38 1.094, H39 1.091
14 C -1.71 -2.81 -1.63  C13 1.536, C15 1.518, H40 1.092, H41 1.088
15 C -2.65 -1.81 -2.29  C14 1.518, O16 1.218, N17 1.352
16 O -3.86 -1.90 -2.16  C15 1.218
17 N -2.10 -0.83 -3.04  C15 1.352, C18 1.449, C29 1.447
18 C -0.69 -0.51 -3.17  N17 1.449, C19 1.546, H42 1.088, H43 1.098
19 C -0.54 1.03 -3.05  C18 1.546, N20 1.442, H44 1.096, H45 1.087
20 N -1.56 1.58 -2.20  C19 1.442, C21 1.373, C28 1.451
21 C -1.38 1.87 -0.86  N20 1.373, C22 1.406, C26 1.402
22 C -2.33 2.66 -0.19  C21 1.406, C23 1.379, H46 1.078
23 C -2.20 2.98 1.14  C22 1.379, C24 1.385, H47 1.079
24 C -1.12 2.55 1.88  C23 1.385, C25 1.382, H48 1.078
25 C -0.15 1.78 1.25  C24 1.382, C26 1.379, H49 1.078
26 C -0.29 1.45 -0.08  C21 1.402, C25 1.379, F27 1.367
27 F 0.70 0.68 -0.62  C26 1.367
28 C -2.89 1.45 -2.75  N20 1.451, C29 1.540, H50 1.098, H51 1.091
29 C -2.96 0.17 -3.62  N17 1.447, C28 1.540, H52 1.090, H53 1.093
30 C 2.85 -0.94 0.50  C8 1.384, C31 1.387, H54 1.077
31 C 3.43 0.04 1.29  C30 1.387, C32 1.384, H55 1.077
32 C 2.97 0.14 2.59  N2 1.375, C6 1.406, C31 1.384
33 H 5.25 1.66 3.42  C1 1.091
34 H 4.00 2.80 2.87  C1 1.091
35 H 4.24 2.51 4.61  C1 1.089
36 H 0.64 -2.36 2.66  C7 1.076
37 H -0.66 -4.12 0.50  N12 1.009
38 H -2.20 -2.19 0.39  C13 1.094
39 H -0.83 -1.32 -0.31  C13 1.091
40 H -2.27 -3.74 -1.51  C14 1.092
41 H -0.82 -2.99 -2.22  C14 1.088
42 H -0.09 -1.01 -2.41  C18 1.088
43 H -0.33 -0.84 -4.15  C18 1.098
44 H -0.66 1.49 -4.04  C19 1.096
45 H 0.45 1.28 -2.70  C19 1.087
46 H -3.17 3.05 -0.74  C22 1.078
47 H -2.96 3.60 1.61  C23 1.079
48 H -1.01 2.80 2.92  C24 1.078
49 H 0.71 1.41 1.77  C25 1.078
50 H -3.16 2.33 -3.35  C28 1.098
51 H -3.61 1.35 -1.93  C28 1.091
52 H -3.98 -0.22 -3.63  C29 1.090
53 H -2.63 0.37 -4.64  C29 1.093
54 H 3.15 -1.06 -0.53  C30 1.077
55 H 4.19 0.70 0.90  C31 1.077